12
Properties=species:S:1:pos:R:3:forces:R:3:mulliken_charge:R:1 method="wB97M-V/def2-TZVPD" lumo_energy_ev=1.06 gap_ev=9.645 de_lowest_kj_mol=281.6 multiplicity=1 molar_mass_g_mol=82.1
O 1.032957 0.973732 0.132020 0.5067 0.4890 0.3889 -0.39
C 0.258027 0.204299 0.898824 -2.8082 -2.7267 -3.1271 0.41
C 0.081919 0.108288 2.192398 0.4387 0.3299 0.3984 -0.80
C -0.807252 -0.836510 -0.571787 2.2642 2.0371 3.2557 -0.73
C -0.105411 -0.078906 -1.612668 0.1565 0.2178 -0.0759 -0.16
C 0.802080 0.806621 -1.208410 -0.3537 -0.2622 -0.4864 -0.20
H 0.634597 0.706888 2.903832 0.1047 0.1303 -0.0363 0.28
H 1.408854 1.442919 -1.834025 0.0388 0.0013 0.1006 0.43
H -0.298027 -0.246124 -2.658039 0.0923 0.1000 -0.2503 0.33
H -0.612669 -0.605189 2.592691 -0.1643 -0.1507 -0.0707 0.26
H -0.559192 -1.885669 -0.479649 -0.0805 -0.1201 0.0180 0.28
H -1.835884 -0.590348 -0.355186 -0.1950 -0.0458 -0.1150 0.29